Entry 1:
16
Properties=species:S:1:pos:R:3 method="wB97M-V/def2-TZVPD" multiplicity=1 molar_mass_g_mol=88.130 smiles="C=C[C@@H](O)[NH2+]C" total_charge=+1 energy_ev=-7840.0425 gap_ev=11.6
O -0.635 -2.137 -0.016
N 0.937 -0.320 -0.459
C 1.924 0.492 0.254
C -0.462 -0.867 0.373
C -1.581 1.351 -0.125
C -1.598 0.070 0.194
H 2.694 0.819 -0.446
H -0.087 -0.864 1.407
H -2.539 -0.413 0.432
H 1.454 1.371 0.690
H -1.244 -2.235 -0.761
H -0.691 1.913 -0.358
H 0.576 0.199 -1.270
H -2.502 1.907 -0.161
H 2.393 -0.093 1.041
H 1.361 -1.193 -0.795

Entry 2:
16
Properties=species:S:1:pos:R:3 method="wB97M-V/def2-TZVPD" multiplicity=1 molar_mass_g_mol=88.130 smiles="CC[C@@H]([NH3+])C=O" total_charge=+1 energy_ev=-7840.5953 gap_ev=11.2
O 0.177 -0.834 -2.469
N -1.082 0.995 -1.185
C 0.938 -0.598 1.674
C 0.388 0.491 0.754
C -0.491 -0.102 -0.331
C 0.213 -1.078 -1.298
H -0.517 1.841 -1.119
H 1.774 -1.132 1.224
H -1.211 0.701 -2.160
H 0.654 -1.969 -0.840
H -1.355 -0.587 0.131
H 1.191 1.182 0.479
H 1.416 -0.112 2.524
H -0.247 1.152 1.345
H 0.157 -1.213 2.107
H -2.005 1.263 -0.836

Entry 3:
16
Properties=species:S:1:pos:R:3 method="wB97M-V/def2-TZVPD" multiplicity=1 molar_mass_g_mol=88.130 total_charge=+1 energy_ev=-7836.9317 gap_ev=8.6
O -0.465 1.414 0.417
N 0.032 -0.794 -0.651
C 2.389 -0.531 -0.116
C 2.681 0.726 0.046
C -0.801 0.000 0.285
C -2.313 -0.091 -0.088
H -0.012 -0.549 -1.678
H 2.393 -1.595 -0.219
H 1.969 1.488 0.120
H -2.922 0.523 0.471
H -0.719 -0.445 1.302
H -0.200 -1.707 -0.624
H -2.545 -1.092 0.150
H -0.645 1.609 1.375
H 3.681 0.899 0.329
H -2.521 0.145 -1.118

Entry 4:
16
Properties=species:S:1:pos:R:3 method="wB97M-V/def2-TZVPD" multiplicity=1 molar_mass_g_mol=88.130 total_charge=+1 energy_ev=-7839.8598 gap_ev=10.4
O -0.535 0.256 0.803
N 0.512 2.236 1.790
C 0.520 3.290 1.082
C -0.576 -0.827 0.222
C 0.097 -1.215 -1.073
C -0.475 -2.545 -1.528
H 1.187 -1.316 -0.816
H -0.018 1.290 1.460
H 1.182 4.096 1.337
H -0.012 -0.419 -1.754
H 1.093 2.241 2.610
H -1.218 -1.573 0.618
H 0.179 -3.052 -2.317
H 0.014 3.259 0.153
H -0.488 -3.243 -0.669
H -1.462 -2.479 -1.918

Entry 5:
16
Properties=species:S:1:pos:R:3 method="wB97M-V/def2-TZVPD" multiplicity=1 molar_mass_g_mol=88.130 total_charge=+1 energy_ev=-7838.5364 gap_ev=8.7
O 0.003 2.690 -0.755
N 0.522 0.131 0.616
C 0.171 -2.144 -0.436
C 1.096 0.212 1.828
C -0.402 -0.828 0.013
C -1.446 -0.153 -0.541
H 0.979 -0.766 2.403
H 0.675 -2.808 0.434
H -0.700 2.741 -1.413
H 0.316 1.103 0.196
H 1.745 1.009 1.952
H 1.008 -1.893 -1.162
H -2.002 -0.811 -1.310
H -1.655 0.857 -0.403
H -0.513 -2.805 -1.073
H 0.201 3.465 -0.349

Entry 6:
16
Properties=species:S:1:pos:R:3 method="wB97M-V/def2-TZVPD" multiplicity=1 molar_mass_g_mol=88.130 total_charge=+1 energy_ev=-7835.5995 gap_ev=7.4
O -1.426 -0.924 0.238
N -1.629 0.189 -0.218
C 1.971 0.989 0.033
C 1.087 -1.413 -0.197
C 1.676 -0.323 0.521
C -2.930 0.734 -0.092
H -2.757 1.773 -0.200
H 2.028 -0.541 1.467
H -3.474 0.253 0.707
H 1.246 -1.187 -1.301
H 1.453 1.735 0.648
H 1.537 -2.357 -0.026
H 0.103 -1.496 0.245
H 2.986 1.271 0.121
H -3.539 0.288 -0.890
H 1.667 1.008 -1.055

Entry 7:
16
Properties=species:S:1:pos:R:3 method="wB97M-V/def2-TZVPD" multiplicity=1 molar_mass_g_mol=88.130 total_charge=+1 energy_ev=-7839.5726 gap_ev=8.9
O -2.305 1.474 -1.771
N -0.837 -0.730 -0.194
C 2.458 0.604 1.235
C 1.029 0.580 0.821
C 0.490 -0.465 0.166
C -1.385 -1.887 -0.135
H -1.940 1.311 -2.647
H 1.105 -1.363 0.008
H -1.344 0.041 -0.645
H 3.048 1.218 0.558
H -2.996 2.078 -2.060
H -2.458 -2.034 0.039
H 2.530 0.865 2.283
H -0.719 -2.725 0.095
H 2.943 -0.380 1.174
H 0.379 1.413 1.074

Entry 8:
16
Properties=species:S:1:pos:R:3 method="wB97M-V/def2-TZVPD" multiplicity=1 molar_mass_g_mol=88.130 smiles=C[NH2+][C@H]1CCO1 total_charge=+1 energy_ev=-7838.6877 gap_ev=11.9
O -0.292 1.400 -0.317
N 0.151 -0.462 0.942
C -0.898 -0.359 -1.406
C 0.368 0.190 -0.448
C 1.474 -0.539 1.652
C -1.378 1.157 -1.198
H 2.072 0.323 1.660
H -1.477 -1.279 -0.962
H -0.450 -1.315 0.956
H 1.487 0.284 -0.698
H -0.365 0.338 1.363
H -0.653 -0.556 -2.398
H -1.092 1.686 -2.198
H 2.040 -1.253 1.117
H 1.327 -0.960 2.641
H -2.315 1.343 -0.706

Which value of multiplicity does entry 3 give? 1